(1)
{
  "formula": "C29H30BBrN3O2RhS",
  "method": "ωB97M-V/def2-TZVPD",
  "symbols": ["Rh", "C", "C", "N", "C", "C", "C", "C", "C", "C", "C", "C", "C", "N", "C", "H", "H", "H", "H", "H", "H", "H", "H", "C", "S", "C", "H", "H", "H", "H", "H", "H", "Br", "C", "C", "C", "C", "C", "N", "H", "H", "H", "H", "C", "C", "C", "C", "C", "C", "C", "C", "O", "B", "O", "C", "C", "H", "H", "H", "H", "H", "H", "H", "H", "H", "H", "H", "H"],
  "xyz": [[1.24307, 1.31636, 0.43009], [5.62325, 2.21169, 0.19751], [4.25134, 2.29748, 0.46109], [3.44068, 1.25914, 0.36193], [3.95558, 0.06551, -0.01345], [5.31163, -0.11284, -0.30026], [6.15287, 1.00902, -0.18753], [5.79189, -1.41098, -0.68033], [4.95372, -2.46436, -0.73977], [3.55937, -2.31414, -0.43025], [2.66630, -3.39729, -0.43843], [1.35700, -3.18668, -0.09273], [0.94558, -1.89164, 0.22661], [1.74763, -0.84197, 0.21505], [3.05531, -1.05325, -0.08827], [6.23897, 3.09357, 0.29901], [3.78910, 3.23326, 0.74601], [7.20926, 0.91305, -0.40384], [6.84356, -1.52579, -0.90718], [5.31759, -3.44605, -1.01257], [3.02263, -4.38570, -0.69866], [0.64314, -3.99699, -0.05985], [-0.07816, -1.71647, 0.51832], [2.91714, 6.00140, 0.58753], [1.61324, 4.75546, 0.64728], [1.65044, 4.42059, 2.42765], [2.85162, 6.50473, -0.37476], [3.90931, 5.56403, 0.69378], [2.75422, 6.73653, 1.37287], [2.66491, 4.53534, 2.80773], [1.34133, 3.39171, 2.61422], [0.98989, 5.09206, 2.97297], [0.63165, 2.20879, -2.07527], [-0.68899, 2.94379, -0.95160], [-1.39508, 4.06408, -1.21700], [-2.14382, 4.67943, -0.19808], [-1.99696, 4.20570, 1.12511], [-1.28677, 3.09543, 1.40858], [-0.73329, 2.29921, 0.33361], [-1.32562, 4.50884, -2.20016], [-2.73744, 5.55456, -0.40985], [-2.43627, 4.74919, 1.95059], [-1.13095, 2.69207, 2.39616], [-5.19971, -3.24315, -2.19060], [-4.38572, -3.84660, -1.03334], [-3.32568, -4.81222, -1.59900], [-5.33356, -4.62755, -0.12190], [-3.64227, -2.74122, -0.30668], [-3.68854, -2.64554, 1.13483], [-3.03579, -1.67950, 1.85761], [-2.30277, -0.76443, 1.11033], [-1.58906, 0.26569, 1.53388], [-1.01941, 0.87980, 0.35995], [-1.45805, 0.13219, -0.78004], [-2.23089, -0.84834, -0.32014], [-2.88445, -1.82629, -1.03164], [-5.75333, -4.04132, -2.68440], [-4.57070, -2.77279, -2.94551], [-5.92089, -2.50840, -1.83083], [-3.83027, -5.62810, -2.11699], [-2.71658, -5.24695, -0.80442], [-2.66757, -4.31756, -2.31452], [-5.86150, -5.36789, -0.72136], [-6.08650, -3.98485, 0.33758], [-4.80501, -5.17383, 0.66093], [-4.27965, -3.37640, 1.66589], [-3.08883, -1.62127, 2.93504], [-2.81311, -1.86135, -2.10859]],
  "multiplicity": 5,
  "charge": 2,
  "total_energy_ev": -123674.5382,
  "gap_ev": [6.63, 4.73]
}


(2)
{
  "formula": "C29H30Br2CoN6SSe",
  "method": "ωB97M-V/def2-TZVPD",
  "symbols": ["Co", "C", "C", "N", "C", "S", "N", "N", "C", "C", "C", "C", "C", "C", "C", "N", "H", "H", "H", "H", "H", "H", "H", "H", "H", "H", "H", "H", "H", "Br", "C", "C", "C", "N", "C", "C", "C", "C", "C", "Br", "C", "C", "N", "H", "H", "H", "H", "H", "H", "C", "C", "C", "C", "C", "C", "Se", "C", "C", "C", "H", "H", "H", "H", "H", "H", "H", "H", "H", "H", "H"],
  "xyz": [[0.09888, -0.50616, -0.28848], [2.35466, 2.54373, 4.39183], [3.13598, 1.73422, 3.36135], [2.67802, 1.93271, 2.00314], [1.68449, 1.21724, 1.45276], [1.68650, 1.08459, -0.28545], [0.78630, 0.62615, 2.18898], [-0.06469, -0.14718, 1.50035], [-1.04481, -0.74431, 2.14094], [-1.29847, -0.52857, 3.59557], [-1.77581, -1.66194, 1.32301], [-3.04005, -2.18723, 1.61466], [-3.60301, -3.10415, 0.75963], [-2.88468, -3.50727, -0.36800], [-1.66768, -2.91145, -0.62630], [-1.12132, -1.99445, 0.16849], [2.91128, 2.57091, 5.32563], [1.38685, 2.08495, 4.56921], [2.20202, 3.56191, 4.04343], [3.04205, 0.67102, 3.60192], [4.19104, 2.01323, 3.39860], [3.30923, 2.36598, 1.34890], [-1.82200, 0.41310, 3.75891], [-0.34379, -0.46207, 4.11221], [-1.88256, -1.34240, 4.01444], [-3.56762, -1.84993, 2.49215], [-4.58235, -3.50745, 0.96024], [-3.27817, -4.26067, -1.02907], [-1.10556, -3.17980, -1.50975], [-5.23907, 1.31221, -3.91366], [-3.73354, 0.87842, -2.83213], [-3.79835, 1.06058, -1.44037], [-2.67306, 0.74482, -0.70925], [-1.55013, 0.28538, -1.23876], [-1.49987, 0.05241, -2.59227], [-2.60035, 0.38006, -3.41199], [-0.31171, -0.57795, -3.04695], [0.02901, -0.81838, -4.39517], [1.19234, -1.47890, -4.67899], [1.68588, -1.83652, -6.48014], [2.04149, -1.90239, -3.64214], [1.65045, -1.62401, -2.35272], [0.52104, -1.00171, -2.04029], [-4.68683, 1.44011, -0.96453], [-2.66949, 0.88385, 0.36449], [-2.55261, 0.21684, -4.47639], [-0.62173, -0.48710, -5.18753], [2.95743, -2.42873, -3.84472], [2.27635, -1.92100, -1.51894], [-1.43429, 8.64216, 3.62381], [-1.23996, 7.31936, 2.94957], [-1.10328, 7.22621, 1.57078], [-0.96992, 6.00308, 0.93948], [-0.83178, 5.91427, -0.54487], [-0.98354, 4.83385, 1.71523], [-0.93728, 3.15895, 0.84663], [-1.07331, 4.90724, 3.11435], [-1.04948, 3.66719, 3.95347], [-1.19506, 6.15247, 3.70496], [-1.41344, 9.45212, 2.89828], [-0.65089, 8.81122, 4.36335], [-2.39544, 8.65529, 4.14022], [-1.11353, 8.13172, 0.98019], [-0.69474, 6.89601, -0.98852], [-1.72344, 5.45685, -0.97431], [0.01463, 5.27694, -0.79983], [-0.45022, 2.89504, 3.47230], [-2.06061, 3.27630, 4.07183], [-0.64742, 3.87318, 4.94334], [-1.27206, 6.22313, 4.78191]],
  "multiplicity": 2,
  "charge": 0,
  "total_energy_ev": -293393.5688,
  "de_lowest_kcal_mol": 55.2,
  "gap_ev": [4.55, 4.11]
}


(3)
{
  "formula": "C29H30Cl2FI3N2S2",
  "method": "ωB97M-V/def2-TZVPD",
  "symbols": ["C", "C", "I", "C", "I", "C", "C", "I", "C", "C", "C", "C", "C", "C", "C", "C", "C", "C", "C", "C", "C", "C", "N", "N", "C", "C", "C", "C", "C", "C", "C", "C", "S", "C", "F", "S", "H", "H", "H", "H", "H", "H", "H", "H", "H", "H", "H", "H", "H", "H", "H", "H", "H", "H", "H", "H", "H", "H", "H", "H", "H", "H", "H", "H", "C", "Cl", "Cl", "H", "H"],
  "xyz": [[5.45253, -2.15096, 3.70703], [4.73017, -1.10095, 2.88465], [5.27392, 0.92952, 3.07551], [3.75849, -1.43080, 2.03826], [3.23347, -3.50204, 1.77112], [2.96797, -0.47810, 1.20152], [3.31123, -0.29856, -0.12907], [5.00933, -1.37001, -0.81868], [2.61042, 0.55391, -0.97358], [2.94594, 0.74396, -2.44386], [2.80422, -0.52323, -3.31447], [1.38087, -0.94623, -3.65424], [0.26743, -0.12805, -3.65934], [-0.98298, -0.63714, -3.95043], [-1.17061, -1.96229, -4.26739], [-0.06105, -2.79002, -4.30606], [1.17585, -2.27601, -3.99330], [1.56482, 1.24640, -0.38926], [1.19220, 1.07495, 0.92996], [1.87186, 0.20261, 1.76329], [1.50890, -0.02911, 3.22178], [0.82176, -1.40245, 3.50025], [1.44548, -2.00066, 4.67810], [0.07977, 1.78985, 1.44096], [-1.08447, 1.69719, 0.65390], [-1.05414, 1.99623, -0.68950], [-2.17341, 1.91701, -1.48595], [-3.36709, 1.51980, -0.91081], [-3.40050, 1.19968, 0.42793], [-4.68586, 0.70648, 1.09216], [-4.73160, -0.84070, 0.86158], [-5.62499, -1.59342, 1.87724], [-7.21434, -2.06932, 1.10729], [-2.28729, 1.29923, 1.21470], [-2.29461, 1.01790, 2.54014], [0.58712, 2.45757, -1.28475], [6.18244, -1.69282, 4.38419], [4.76107, -2.71552, 4.34250], [5.98526, -2.85857, 3.06150], [3.99155, 1.07963, -2.50267], [2.33217, 1.54631, -2.86166], [3.31704, -1.39874, -2.91710], [3.29740, -0.29517, -4.27438], [0.35774, 0.93064, -3.43437], [-1.87507, -0.01308, -3.93042], [-2.16587, -2.34155, -4.48430], [-0.14164, -3.84040, -4.57724], [2.02792, -2.95661, -4.03284], [2.43183, -0.00419, 3.80765], [0.86434, 0.74568, 3.65014], [0.82359, -2.04542, 2.60868], [-0.23425, -1.25052, 3.76104], [0.82434, -2.61524, 5.18347], [2.33198, -2.43879, 4.46885], [-0.09880, 1.58436, 2.41164], [-2.14020, 2.13933, -2.54347], [-4.30046, 1.43110, -1.46028], [-5.53225, 1.13144, 0.53880], [-4.71293, 0.94625, 2.15577], [-4.94459, -1.06937, -0.18513], [-3.69833, -1.17936, 1.03896], [-5.74107, -1.05714, 2.82217], [-5.12224, -2.53940, 2.10733], [-7.32492, -1.23294, 0.05047], [-0.96729, 5.94400, -2.59615], [-0.82877, 4.30595, -3.24644], [-2.49998, 6.17780, -1.74918], [-0.15306, 6.10871, -1.89860], [-0.90775, 6.65137, -3.41565]],
  "charge": 0,
  "total_energy_ev": -107274.7006,
  "gap_ev": 7.87
}


(4)
{
  "formula": "C29H30ClI2N2O3SbTi",
  "method": "ωB97M-V/def2-TZVPD",
  "symbols": ["Ti", "I", "C", "C", "C", "I", "C", "O", "C", "C", "N", "C", "C", "C", "C", "C", "C", "N", "C", "H", "H", "H", "H", "H", "H", "H", "H", "H", "H", "H", "C", "C", "C", "C", "C", "C", "H", "H", "H", "H", "H", "H", "Cl", "C", "C", "C", "C", "C", "C", "C", "O", "O", "H", "H", "H", "H", "C", "Sb", "C", "C", "H", "H", "H", "H", "H", "H", "H", "H", "H"],
  "xyz": [[-0.44289, -0.40769, 0.16240], [0.64200, -0.31141, 7.62266], [0.22817, -0.68685, 5.60416], [-0.97396, -1.27979, 5.24182], [-1.23952, -1.50066, 3.90357], [-3.06317, -2.34578, 3.29202], [-0.31894, -1.14838, 2.91710], [-0.59321, -1.31864, 1.60385], [0.88876, -0.55053, 3.29122], [1.90547, -0.22084, 2.22708], [1.33088, 0.48865, 1.05474], [1.07722, 1.92514, 1.30146], [-0.34343, 2.14894, 1.74175], [-0.70764, 3.22238, 2.53603], [-2.03608, 3.37215, 2.89975], [-2.95892, 2.42531, 2.47399], [-2.52155, 1.38325, 1.68465], [-1.24116, 1.25341, 1.30570], [1.15191, -0.32718, 4.63245], [-1.69334, -1.56470, 5.99697], [2.35828, -1.14706, 1.86579], [2.70315, 0.38221, 2.66466], [1.99624, 0.42374, 0.27821], [1.25138, 2.48085, 0.37656], [1.76709, 2.31704, 2.05008], [0.04588, 3.92344, 2.86918], [-2.34695, 4.20510, 3.51566], [-4.00044, 2.48859, 2.75400], [-3.21079, 0.61639, 1.35374], [2.09103, 0.12561, 4.92596], [-2.75297, -0.27170, -1.45979], [-2.42009, -0.31144, -2.81062], [-1.97636, -1.49285, -3.37954], [-1.84258, -2.64231, -2.60235], [-2.14233, -2.60629, -1.24988], [-2.60505, -1.41669, -0.66649], [-3.21412, 0.62205, -1.05734], [-2.54320, 0.57215, -3.42307], [-1.75960, -1.53147, -4.43924], [-1.55483, -3.57426, -3.06921], [-2.10327, -3.51215, -0.65641], [-3.04379, -1.46287, 0.32627], [0.33329, 5.44868, -5.86725], [0.47782, 4.17070, -4.73901], [1.56244, 3.29984, -4.81502], [1.68648, 2.28358, -3.89187], [0.71597, 2.11610, -2.90134], [-0.37724, 2.98574, -2.84202], [-0.49283, 4.01601, -3.75130], [0.87171, 1.05001, -1.91508], [1.93805, 0.47355, -1.72213], [-0.19372, 0.72143, -1.17877], [2.29965, 3.42846, -5.59530], [2.52773, 1.60448, -3.91977], [-1.12296, 2.85656, -2.06715], [-1.32500, 4.70492, -3.70829], [1.29575, -3.67623, -2.44533], [1.37520, -2.36922, -0.75327], [3.48399, -1.97594, -0.77793], [1.42233, -3.90211, 0.74960], [2.27264, -4.15215, -2.50840], [1.09016, -3.13464, -3.36505], [0.53572, -4.43439, -2.27136], [3.99619, -2.91485, -0.57728], [3.77346, -1.23273, -0.03773], [3.75226, -1.60560, -1.76419], [1.90658, -4.77864, 0.32288], [0.41381, -4.16186, 1.06846], [1.99328, -3.56656, 1.61436]],
  "charge": 2,
  "total_energy_ev": -98047.8773,
  "de_lowest_kcal_mol": 17.0,
  "gap_ev": 6.05
}